Record 1
This record from the Open Molecules 2025 dataset describes C39H51AsCl3N2OPbSbSi2 as an isolated structure. The level of theory is ωB97M-V with the def2-TZVPD basis set.

Results
**Total energy**: -6329.97469 Eh
**Orbital gap**: 0.2604 hartree
**HOMO energy**: -0.25857 Eh
**Molar mass**: 1130.263 Da
**Energy relative to the best compared isomer or geometry (same formula, charge and spin)**: 16.8 kJ/mol

ORCA input file:
```
! wB97M-V def2-TZVPD RIJCOSX def2/J DEFGRID3
* xyz 0 1
Pb 0.320 0.730 -1.565
Sb 0.789 0.087 1.600
As 2.541 -0.647 -2.355
Cl -1.884 0.703 -3.676
Cl -5.039 -3.441 -4.995
Cl -1.461 -4.004 -1.033
Si 3.824 1.282 -2.721
Si 2.354 -1.785 -4.398
O -0.825 -1.186 -1.567
N -2.446 0.509 0.339
N -4.822 1.096 0.690
C -2.345 3.301 3.614
C -6.513 2.843 0.725
C 1.507 -3.587 3.895
C -1.538 1.013 3.522
C 2.043 -1.761 5.360
C 1.954 -3.124 5.121
C -3.194 -3.532 -3.012
C -7.563 1.779 1.030
C 2.620 1.165 2.010
C -1.424 3.674 2.649
C 1.682 -0.869 4.364
C 3.217 -3.419 -4.083
C 5.025 1.188 1.946
C -0.562 1.406 2.601
C 3.853 3.138 2.678
C -0.550 2.722 2.148
C -1.754 -1.648 -2.339
C 5.047 2.498 2.396
C 3.831 0.502 1.757
C 1.133 -2.703 2.887
C 2.653 2.470 2.483
C 5.633 0.839 -2.508
C -5.149 2.412 1.240
C -1.756 -0.419 3.925
C -5.776 0.025 0.967
C -2.407 -0.935 -3.361
C -3.791 -2.758 -3.992
C 0.599 -2.132 -4.922
C -3.394 -1.451 -4.178
C 3.224 -0.928 -5.817
C -3.550 0.782 0.522
C 3.315 2.524 -1.400
C 1.223 -1.334 3.138
C 3.887 -0.936 1.326
C -2.208 -2.984 -2.219
C -2.403 1.980 4.027
C 3.628 2.179 -4.356
C -7.147 0.431 0.452
C 0.659 -3.216 1.559
H 2.620 2.575 -4.469
H 2.475 3.127 -1.747
H 3.227 -4.040 -4.979
H -4.358 3.104 0.951
H 5.956 0.675 1.738
H -5.154 2.354 2.338
H -0.291 -2.765 1.273
H 0.650 -2.716 -5.843
H -2.749 -0.533 4.358
H -3.487 -4.560 -2.866
H 6.024 0.354 -3.401
H 1.444 -4.651 3.712
H 0.035 -1.225 -5.128
H 4.271 -0.721 -5.601
H -8.535 2.079 0.638
H 5.773 0.156 -1.674
H 6.229 1.733 -2.323
H 4.322 3.022 -4.348
H -7.870 -0.344 0.709
H -7.107 0.493 -0.638
H -6.782 3.797 1.180
H 3.848 4.155 3.044
H 2.712 -3.969 -3.290
H -5.411 -0.884 0.490
H 1.367 -2.980 0.760
H 0.526 -4.297 1.575
H 2.240 -3.829 5.890
H 4.140 3.207 -1.197
H 1.765 0.196 4.544
H -1.385 4.693 2.286
H -3.029 4.028 4.031
H -5.815 -0.153 2.051
H 2.395 -1.395 6.314
H -7.674 1.686 2.115
H -1.026 -0.765 4.655
H 0.152 3.023 1.375
H 1.732 2.992 2.719
H -3.151 1.680 4.750
H 3.186 -1.598 -6.678
H 3.853 1.569 -5.227
H 3.723 -1.599 2.178
H 0.051 -2.712 -4.187
H -3.835 -0.838 -4.949
H 2.742 0.007 -6.096
H 4.860 -1.172 0.898
H -1.693 -1.085 3.065
H 3.044 2.074 -0.448
H -6.450 2.999 -0.354
H 3.142 -1.174 0.564
H 4.246 -3.259 -3.762
H 5.990 3.008 2.532
*
```

Record 2
This record from the Open Molecules 2025 dataset describes C39H51AsN4O2P2SeSi2V as an isolated structure. The level of theory is ωB97M-V with the def2-TZVPD basis set.

Results
**Total energy**: -8729.40727 Eh
**Orbital gap (alpha / beta)**: 0.1821 / 0.2349 hartree
**HOMO energy (alpha / beta)**: -0.02499 / -0.07785 Eh
**Molar mass**: 930.809 Da
**Energy relative to the best compared isomer or geometry (same formula, charge and spin)**: 115.1 kJ/mol
**Expectation value of S²**: 3.766

ORCA input file:
```
! wB97M-V def2-TZVPD RIJCOSX def2/J DEFGRID3
* xyz -2 4
Se -3.475 -1.873 -4.392
As 0.064 -3.643 -1.367
V -1.033 -1.097 -0.253
P 1.572 0.497 -0.348
P -1.285 1.569 -0.319
Si -3.978 0.483 0.742
Si 3.347 -1.815 0.348
O -0.465 -0.893 1.720
O -2.283 -5.022 2.143
N -1.441 -2.931 1.550
N -1.934 -1.438 -1.887
N 1.933 -0.991 0.046
N -2.377 0.508 0.226
C 4.956 1.556 -2.630
C -2.787 3.739 -1.567
C -0.384 5.123 1.606
C -4.061 -0.174 2.491
C -0.005 0.662 -0.974
C 2.407 0.521 -3.015
C 4.567 1.152 -3.898
C -2.093 1.908 -2.946
C 3.288 0.628 -4.086
C 2.218 1.089 2.294
C -1.580 -4.711 -1.362
C 2.145 1.614 1.004
C -0.526 4.145 0.625
C -0.658 -2.256 3.715
C -2.093 2.536 -1.693
C -2.765 2.461 -4.029
C 4.071 1.438 -1.553
C 1.243 -5.198 -1.104
C -1.133 3.562 3.264
C -2.546 -1.608 -2.870
C -3.430 3.674 -3.890
C 4.724 -0.872 1.211
C -0.842 -1.953 2.250
C 3.068 3.175 3.144
C 2.501 2.945 0.811
C -1.743 -3.967 2.417
C 4.121 -2.467 -1.232
C -1.011 2.881 0.943
C -4.992 -0.673 -0.297
C -1.297 -3.634 3.842
C 2.973 3.719 1.871
C -3.439 4.313 -2.658
C 0.287 -3.575 -3.314
C 2.677 1.862 3.358
C -0.698 4.833 2.926
C -4.828 2.149 0.769
C -1.285 2.589 2.275
C 2.778 0.933 -1.723
C 2.951 -3.283 1.469
H 3.252 4.754 1.703
H 2.417 3.379 -0.182
H -2.174 -3.656 4.487
H -4.266 2.869 1.388
H 4.405 1.739 -0.567
H -5.847 2.055 1.182
H -3.965 5.252 -2.537
H 2.287 -4.909 -1.243
H -2.404 -4.099 -1.726
H -1.136 -1.477 4.307
H 1.407 0.126 -3.153
H -2.776 1.931 -4.977
H -0.048 -4.509 -3.760
H -1.357 3.324 4.300
H 4.629 -1.659 -1.785
H 2.730 1.437 4.354
H -5.200 -0.242 -1.286
H 5.954 1.954 -2.470
H -2.847 4.231 -0.606
H 1.909 0.059 2.440
H -3.948 4.115 -4.736
H -1.463 -5.579 -2.011
H -3.597 0.519 3.212
H 5.251 1.245 -4.736
H -3.531 -1.139 2.547
H 4.972 0.053 0.665
H -1.804 -5.028 -0.347
H 0.975 -5.963 -1.831
H 1.343 -3.419 -3.545
H -4.429 -1.601 -0.461
H 2.977 0.299 -5.074
H 1.884 -3.522 1.362
H -5.107 -0.340 2.795
H 1.121 -5.594 -0.096
H -0.271 4.370 -0.403
H -1.620 1.586 2.521
H 5.636 -1.491 1.273
H 3.143 -3.038 2.530
H -4.903 2.556 -0.248
H 3.435 3.777 3.968
H -0.589 5.593 3.692
H -0.293 -2.751 -3.728
H 4.850 -3.273 -1.037
H -0.614 -4.412 4.181
H 4.426 -0.586 2.233
H 3.535 -4.186 1.220
H -1.555 0.977 -3.051
H -0.012 6.106 1.340
H 0.411 -2.239 3.938
H -5.946 -0.926 0.190
H 3.328 -2.862 -1.882
*
```